Entry 1:
13
Properties=species:S:1:pos:R:3:mulliken_charge:R:1 method="wB97M-V/def2-TZVPD" lumo_ev=0.78 gap_ev=9.2600 homo_energy_ev=-8.4849 smiles=Nc1nccn1N de_lowest_kcal_mol=52.4
C -0.220 -0.688 0.064 0.472
C 1.814 -0.089 -0.014 -0.524
C 1.121 1.085 -0.107 -0.029
H -1.865 -1.775 0.610 0.267
H -0.888 -2.250 -0.438 0.356
H 2.910 -0.300 0.152 0.332
H 1.193 2.226 -0.371 0.322
H -2.149 1.219 -0.533 0.284
H -1.680 1.415 1.073 0.245
N -1.426 -1.315 -0.206 -0.606
N 0.947 -1.185 0.178 -0.656
N -0.161 0.676 -0.101 0.303
N -1.334 1.483 0.107 -0.766

Entry 2:
73
Properties=species:S:1:pos:R:3:mulliken_charge:R:1 method="wB97M-V/def2-TZVPD" lumo_ev=0.47 gap_ev=8.9793 homo_energy_ev=-8.5135 smiles="CC(=O)N1c2ccc(S(=O)(=O)NC[C@H]3CC[C@@H](C(=O)N4C[C@H](C)C[C@H](C)C4)CC3)cc2C[C@H]1C" de_lowest_kcal_mol=0.0
C 5.859 0.937 1.088 -1.490
C 4.651 1.782 1.403 0.978
O 4.609 2.504 2.378 -0.627
N 3.596 1.748 0.532 0.009
C 3.387 1.065 -0.657 -0.012
C 4.010 -0.065 -1.171 -0.849
C 3.601 -0.543 -2.409 -0.417
C 2.599 0.088 -3.115 -0.600
C 1.945 1.197 -2.599 -0.282
C 2.339 1.672 -1.370 1.038
C 1.796 2.830 -0.593 -1.334
H 0.711 2.783 -0.499 0.350
H 2.053 3.774 -1.080 0.316
C 2.483 2.682 0.772 0.066
C 1.551 2.110 1.835 -1.457
H 0.727 2.797 2.008 0.308
H 2.098 1.983 2.766 0.486
H 1.161 1.144 1.519 0.285
H 2.908 3.623 1.133 0.729
H 1.160 1.670 -3.170 0.513
S 2.044 -0.599 -4.672 1.390
O 1.770 0.462 -5.596 -0.736
O 2.931 -1.654 -5.057 -0.714
N 0.566 -1.281 -4.295 -0.317
H -0.117 -0.547 -4.183 0.403
C 0.620 -2.203 -3.181 -0.760
H 1.350 -2.963 -3.470 0.459
C -0.726 -2.872 -2.884 0.487
C -1.851 -1.872 -2.602 -1.654
C -1.602 -1.078 -1.325 0.251
H -0.695 -0.478 -1.420 -0.100
H -2.436 -0.392 -1.152 0.132
C -1.449 -2.013 -0.119 0.931
C -1.052 -1.156 1.079 0.000
O 0.116 -0.835 1.239 -0.759
N -2.012 -0.755 1.942 0.295
C -3.444 -0.849 1.785 -1.178
H -3.709 -1.497 0.952 0.395
C -4.054 0.543 1.564 1.216
C -5.566 0.443 1.398 -1.827
H -5.820 -0.184 0.545 0.425
H -6.019 0.011 2.288 0.351
H -5.996 1.428 1.239 0.425
C -3.680 1.448 2.739 -1.615
C -2.162 1.492 2.926 1.446
C -1.773 2.338 4.132 -1.888
H -0.693 2.360 4.249 0.424
H -2.129 3.359 4.011 0.408
H -2.209 1.929 5.040 0.422
C -1.637 0.062 3.081 -1.609
H -0.549 0.057 3.152 0.523
H -2.058 -0.390 3.986 0.335
H -1.710 1.921 2.025 0.069
H -4.063 2.455 2.567 0.492
H -4.145 1.065 3.651 0.323
H -3.621 0.964 0.649 0.155
H -3.864 -1.283 2.701 0.381
C -0.354 -3.053 -0.376 -1.088
C -0.590 -3.811 -1.680 -1.401
H 0.233 -4.508 -1.846 0.514
H -1.508 -4.397 -1.590 0.482
H 0.612 -2.548 -0.388 0.265
H -0.337 -3.761 0.456 0.503
H -2.387 -2.544 0.055 0.325
H -1.978 -1.194 -3.448 0.491
H -2.785 -2.431 -2.495 0.495
H -1.005 -3.458 -3.766 0.409
H 0.995 -1.701 -2.281 -0.014
H 4.060 -1.416 -2.845 0.545
H 4.775 -0.596 -0.636 0.381
H 6.670 1.263 1.734 0.334
H 5.649 -0.108 1.303 0.309
H 6.154 1.046 0.048 0.457

Entry 3:
123
Properties=species:S:1:pos:R:3:lowdin_spin:R:1 method="wB97M-V/def2-TZVPD" lumo_ev="-1.70 / -4.84" gap_ev="6.6034 / 5.8032" multiplicity=4 homo_energy_ev="-8.3081 / -10.6423" de_lowest_kcal_mol=0.0 charge=+1
Ti -0.587 0.367 -0.366 1.702
C -1.455 -2.489 -2.406 0.019
C -1.753 -2.539 -0.941 0.028
C -2.673 -3.378 -0.284 0.004
C -2.742 -2.884 0.991 0.019
N -1.901 -1.825 1.119 0.012
N -1.275 -1.638 -0.098 0.029
B -2.312 -0.541 1.973 0.004
N -1.062 0.292 2.435 0.009
C -0.839 0.742 3.685 0.019
C 0.426 1.279 3.730 0.005
C 0.938 1.129 2.436 0.019
C 2.305 1.501 1.966 0.002
N 0.034 0.531 1.665 0.006
N -3.224 0.309 1.005 0.004
C -4.554 0.523 1.034 0.007
C -4.966 0.915 -0.218 0.001
C -3.804 0.906 -1.005 0.007
C -3.688 1.110 -2.477 0.002
N -2.761 0.559 -0.261 0.005
N -3.046 -0.966 3.219 0.000
C -2.722 -1.997 4.039 0.000
C -3.384 -1.823 5.223 0.000
C -4.098 -0.614 5.057 0.000
C -4.964 0.095 6.047 0.000
N -3.878 -0.097 3.860 0.000
H -2.368 -2.711 -2.960 0.001
H -1.106 -1.503 -2.710 0.007
H -0.708 -3.219 -2.714 0.003
H -3.212 -4.214 -0.697 0.000
H -3.355 -3.199 1.819 0.002
H -1.595 0.648 4.447 0.001
H 0.921 1.722 4.577 0.000
H 2.872 1.906 2.803 0.000
H 2.837 0.637 1.568 0.001
H 2.279 2.248 1.171 0.001
H -5.098 0.390 1.953 0.001
H -5.965 1.163 -0.533 0.000
H -4.165 2.041 -2.785 0.000
H -2.648 1.132 -2.797 0.001
H -4.189 0.290 -2.996 0.000
H -2.039 -2.770 3.723 0.000
H -3.378 -2.474 6.081 0.000
H -5.559 -0.611 6.625 0.000
H -4.358 0.668 6.751 0.000
H -5.634 0.785 5.538 0.000
O 2.231 0.522 -3.152 0.026
S 1.319 1.074 -2.193 0.023
O 1.613 0.650 -0.774 0.107
O -0.101 0.722 -2.458 0.048
C 1.567 2.838 -2.174 0.004
C 2.645 3.305 -2.914 0.001
C 2.991 4.646 -2.825 0.000
C 2.260 5.500 -2.018 0.000
C 1.171 5.025 -1.298 0.001
C 0.822 3.682 -1.342 0.005
P -0.696 3.008 -0.558 0.024
C -0.877 3.785 1.073 0.002
C 0.150 4.449 1.740 0.000
C -0.032 4.904 3.038 0.000
C -1.235 4.683 3.692 0.000
C -2.249 3.985 3.052 0.001
C -2.069 3.530 1.755 0.001
C -1.914 3.863 -1.636 0.002
C -1.757 3.717 -3.016 0.000
C -2.644 4.310 -3.898 0.000
C -3.718 5.046 -3.413 -0.001
C -3.882 5.197 -2.045 0.000
C -2.980 4.617 -1.160 0.000
H 3.195 2.625 -3.548 0.000
H 3.833 5.020 -3.394 0.000
H 2.526 6.548 -1.957 0.000
H 0.580 5.710 -0.703 0.000
H 1.102 4.619 1.253 0.000
H 0.773 5.426 3.541 0.000
H -1.378 5.044 4.703 0.000
H -3.181 3.778 3.564 0.000
H -2.863 2.965 1.279 0.000
H -0.938 3.129 -3.413 0.000
H -2.499 4.194 -4.964 0.000
H -4.420 5.503 -4.098 0.000
H -4.708 5.778 -1.657 0.000
H -3.118 4.771 -0.099 0.000
C 0.430 -5.445 -2.401 0.002
Si 2.051 -4.522 -2.464 0.079
C 3.349 -5.607 -1.675 0.041
C 2.570 -4.093 -4.209 0.003
Sb 2.059 -2.171 -1.284 0.540
Si 1.952 -3.025 1.173 0.051
C 0.800 -4.487 1.053 0.008
C 1.424 -2.019 2.628 -0.001
C 3.665 -3.668 1.534 0.030
Si 4.546 -1.533 -1.757 0.041
C 5.771 -2.875 -1.347 0.021
C 4.823 -1.130 -3.547 -0.001
C 4.867 -0.091 -0.629 0.000
H 0.653 -6.489 -2.163 0.000
H -0.080 -5.419 -3.365 0.000
H -0.260 -5.078 -1.642 0.000
H 3.531 -6.415 -2.391 0.007
H 3.000 -6.056 -0.745 0.000
H 4.299 -5.116 -1.478 0.001
H 2.047 -4.722 -4.933 0.000
H 3.642 -4.262 -4.334 0.000
H 2.372 -3.052 -4.468 0.000
H -0.173 -4.228 0.628 0.000
H 0.632 -4.864 2.067 0.002
H 1.219 -5.303 0.465 0.000
H 0.382 -1.705 2.577 0.000
H 2.035 -1.138 2.814 0.000
H 1.544 -2.705 3.474 0.000
H 4.022 -4.366 0.778 0.001
H 3.608 -4.207 2.485 0.005
H 4.406 -2.873 1.642 0.000
H 5.727 -3.706 -2.050 0.000
H 5.705 -3.270 -0.335 0.000
H 6.754 -2.405 -1.460 0.003
H 5.012 -2.040 -4.119 0.000
H 5.716 -0.500 -3.608 0.000
H 4.000 -0.597 -4.015 0.000
H 4.899 -0.418 0.414 0.000
H 4.100 0.678 -0.711 0.000
H 5.834 0.358 -0.875 0.000

Entry 4:
36
Properties=species:S:1:pos:R:3:mulliken_charge:R:1 method="wB97M-V/def2-TZVPD" lumo_ev=-2.20 gap_ev=6.8420 homo_energy_ev=-9.0417 smiles="O=C1C(F)=C(F)C(=O)C(F)=C1F.CN(C)C(=O)[C@@H]1CCCN1" de_lowest_kcal_mol=0.0
F 1.446 1.716 3.134 -0.327
C 0.244 2.089 2.639 0.081
C -0.166 3.374 2.684 0.341
F 0.642 4.353 3.138 -0.276
C -1.542 3.742 2.362 0.476
O -2.070 4.792 2.750 -0.533
C -2.249 2.739 1.568 0.329
F -3.388 3.128 0.960 -0.275
C -1.843 1.452 1.547 0.202
F -2.630 0.480 1.035 -0.364
C -0.585 0.996 2.127 0.978
O -0.307 -0.209 2.284 -0.641
C 1.512 -4.074 -0.652 -1.003
N 0.639 -2.926 -0.789 0.170
C -0.692 -3.288 -1.250 -0.967
C 1.043 -1.706 -0.328 0.404
C 0.065 -0.514 -0.552 -0.285
C -0.257 -0.159 -2.018 -0.646
C 0.637 1.041 -2.345 -0.633
C 1.121 1.589 -0.987 -0.851
N 0.663 0.669 0.008 -0.142
O 2.142 -1.564 0.203 -0.715
H 2.457 -3.790 -0.183 0.321
H 0.997 -4.834 -0.046 0.297
H 1.693 -4.523 -1.641 0.308
H -1.421 -2.481 -1.093 0.300
H -0.663 -3.564 -2.319 0.300
H -1.010 -4.184 -0.693 0.378
H -0.839 -0.757 0.017 0.554
H -0.147 -1.001 -2.707 0.335
H -1.314 0.129 -2.029 0.349
H 1.506 0.709 -2.926 0.282
H 0.097 1.792 -2.926 0.342
H 2.222 1.687 -0.984 0.289
H 0.694 2.582 -0.769 0.282
H 1.302 0.513 0.778 0.341

Entry 5:
15
Properties=species:S:1:pos:R:3:mulliken_charge:R:1 method="wB97M-V/def2-TZVPD" lumo_ev=0.96 gap_ev=10.0457 homo_energy_ev=-9.0862 de_lowest_kcal_mol=127.8
C -1.627 -0.937 -0.201 -0.963
N -0.447 -0.380 0.422 -0.097
C -0.272 1.058 0.298 -0.936
C 0.839 -0.795 -0.118 -0.628
C 1.535 0.487 0.340 0.262
O 2.283 1.237 -0.449 -0.712
H -1.674 -0.731 -1.287 0.389
H -2.522 -0.518 0.270 0.308
H -1.641 -2.022 -0.055 0.303
H -0.637 1.653 1.139 0.364
H 1.011 1.533 -0.205 0.300
H -0.652 1.463 -0.662 0.409
H 0.866 -0.835 -1.220 0.307
H 1.234 -1.729 0.298 0.333
H 1.705 0.518 1.429 0.360